Record 1
{"formula": "C6H17BBrCuN2O4P", "method": "the ωB97M-V functional and the def2-TZVPD basis", "charge": 1, "orbital_gap_ha": 0.1940, "e_lumo_ev": -5.879, "homo_ha": -0.410, "energy_ev": -142308.3318, "spin_multiplicity": 1, "species": ["N", "C", "C", "C", "O", "C", "C", "O", "C", "P", "O", "Br", "B", "N", "O", "H", "H", "H", "H", "H", "H", "H", "H", "H", "H", "H", "H", "H", "H", "H", "H", "H", "Cu"], "positions_angstrom": [[-2.46723, 3.67536, 1.28433], [-2.82995, 2.41046, 0.67410], [-1.77994, 1.76558, -0.26809], [-1.02166, 0.55874, 0.35208], [0.37395, 0.70960, 0.52045], [1.11260, 1.11361, -0.62144], [2.44386, 0.33466, -0.72601], [2.59129, -0.63796, 0.28677], [2.60910, -1.98490, -0.10959], [4.25635, -2.76488, 0.30882], [3.77047, -4.30703, 0.43675], [4.29834, -2.10486, 2.44926], [-1.39263, -0.75886, -0.39209], [-0.66406, -1.39093, -1.45911], [-2.63128, -1.38522, 0.10337], [-2.32744, 4.39801, 0.59172], [-1.63295, 3.59647, 1.85069], [-3.76197, 2.56630, 0.12843], [-3.06003, 1.72082, 1.49300], [-1.06132, 2.53376, -0.54767], [-2.30950, 1.45232, -1.17634], [-1.40273, 0.45574, 1.37988], [1.34564, 2.17657, -0.51174], [0.53067, 1.00003, -1.53773], [2.53754, -0.11830, -1.71528], [3.26763, 1.04098, -0.61254], [2.45220, -2.08921, -1.18850], [1.80700, -2.54332, 0.39812], [2.95329, -4.40852, 0.93698], [-0.45176, -2.36420, -1.25597], [-1.12872, -1.35826, -2.36237], [-3.27601, -1.43820, -0.60916], [-3.15078, -1.85433, 1.89888]], "atomic_forces_ev_per_a": [[0.0, -0.2, 0.0], [0.1, 0.2, 0.0], [-0.5, -0.2, 0.2], [0.1, 0.0, 0.3], [0.0, 0.0, 0.0], [0.0, 0.2, 0.1], [0.2, 0.1, 0.1], [0.0, -0.1, -0.2], [0.0, 0.1, 0.1], [0.1, 0.3, 0.0], [0.0, -0.1, -0.2], [0.0, -0.1, 0.0], [0.2, 0.0, 0.0], [-0.4, 0.0, 0.1], [0.2, 0.4, 0.0], [0.0, 0.1, 0.0], [0.0, 0.1, 0.0], [0.0, 0.0, 0.0], [-0.1, -0.1, 0.0], [0.1, -0.1, -0.1], [0.2, 0.1, -0.1], [0.1, 0.1, 0.1], [0.0, 0.0, -0.1], [0.0, -0.1, 0.0], [0.0, 0.0, 0.0], [0.0, 0.0, 0.0], [0.0, -0.1, 0.0], [0.0, 0.0, 0.1], [-0.1, -0.2, 0.1], [-0.1, -0.1, -0.2], [0.3, 0.0, -0.1], [-0.2, -0.5, -0.2], [0.0, 0.1, 0.1]]}

***

Record 2
{"formula": "C27H54O27", "method": "the ωB97M-V functional and the def2-TZVPD basis", "charge": 0, "relative_energy_kj_mol": 149.7, "orbital_gap_ha": 0.4039, "e_lumo_ev": 0.463, "homo_ha": -0.387, "energy_ev": -84155.8966, "spin_multiplicity": 1, "smiles": "COC(=O)OC.COC(=O)OC.COC(=O)OC.COC(=O)OC.COC(=O)OC.COC(=O)OC.COC(=O)OC.COC(=O)OC.COC(=O)OC", "species": ["C", "O", "C", "O", "O", "C", "H", "H", "H", "H", "H", "H", "C", "O", "C", "O", "O", "C", "H", "H", "H", "H", "H", "H", "C", "O", "C", "O", "O", "C", "H", "H", "H", "H", "H", "H", "C", "O", "C", "O", "O", "C", "H", "H", "H", "H", "H", "H", "C", "O", "C", "O", "O", "C", "H", "H", "H", "H", "H", "H", "C", "O", "C", "O", "O", "C", "H", "H", "H", "H", "H", "H", "C", "O", "C", "O", "O", "C", "H", "H", "H", "H", "H", "H", "C", "O", "C", "O", "O", "C", "H", "H", "H", "H", "H", "H", "C", "O", "C", "O", "O", "C", "H", "H", "H", "H", "H", "H"], "positions_angstrom": [[-6.28204, -1.18663, 5.86380], [-4.90350, -1.42254, 5.58485], [-4.30113, -0.51563, 4.82687], [-4.78564, 0.44493, 4.30124], [-3.00867, -0.84942, 4.73729], [-2.09676, 0.07136, 4.14721], [-6.38461, -0.28844, 6.47487], [-6.65154, -2.08005, 6.35424], [-6.89529, -1.00101, 4.98004], [-1.22665, 0.10572, 4.79950], [-2.46858, 1.09205, 4.07542], [-1.88725, -0.32884, 3.15759], [3.64381, -3.32636, -6.34609], [2.62150, -2.64227, -7.03818], [1.51983, -2.30236, -6.36417], [1.24547, -2.71670, -5.26920], [0.86182, -1.43937, -7.11547], [-0.53568, -1.33042, -6.87548], [4.60496, -3.02244, -6.75407], [3.52160, -4.39669, -6.51735], [3.68528, -3.16226, -5.27031], [-0.96983, -0.79306, -7.71277], [-0.83055, -0.90184, -5.91956], [-0.98716, -2.32911, -6.91889], [0.00552, 3.50335, -2.27508], [1.31233, 2.98504, -2.42158], [1.53491, 1.96758, -3.22103], [0.75387, 1.49913, -3.99292], [2.78309, 1.56625, -3.06106], [3.16731, 0.46489, -3.87006], [-0.38933, 3.82062, -3.23871], [0.07211, 4.29197, -1.53210], [-0.68141, 2.75903, -1.85747], [4.25317, 0.41783, -3.97248], [2.84254, 0.69686, -4.88738], [2.88820, -0.53120, -3.53147], [-0.79890, 1.83980, 1.06521], [-1.08374, 0.76417, 0.14551], [-0.09034, 0.27563, -0.60455], [1.07949, 0.50196, -0.48526], [-0.68506, -0.47822, -1.49296], [-0.03644, -1.15839, -2.55984], [-0.11556, 1.46805, 1.82411], [-1.79553, 2.10600, 1.40912], [-0.39649, 2.70357, 0.53601], [1.02817, -0.96857, -2.67493], [-0.53041, -0.91495, -3.49447], [-0.14773, -2.22238, -2.34204], [1.20480, 6.24834, 3.71872], [2.43165, 6.36845, 2.97388], [2.97020, 5.35956, 2.29378], [4.14167, 5.31149, 2.06835], [2.06672, 4.42910, 1.98874], [2.59550, 3.22531, 1.44105], [0.35508, 5.81666, 3.19684], [0.88502, 7.27614, 3.89655], [1.51933, 5.78978, 4.65437], [3.47348, 2.84613, 1.95125], [2.85041, 3.26170, 0.37888], [1.79249, 2.50013, 1.53063], [8.44026, 1.81499, 1.01608], [7.51137, 1.51025, -0.01042], [6.46704, 0.76941, 0.33623], [6.23118, 0.32062, 1.41367], [5.76665, 0.52999, -0.76053], [4.57857, -0.24824, -0.67388], [9.24873, 2.38632, 0.56386], [8.90429, 0.90409, 1.41984], [8.09712, 2.33857, 1.90973], [4.79823, -1.18736, -0.16257], [4.17122, -0.38883, -1.66127], [3.84753, 0.25200, -0.04445], [-0.20851, -5.38406, -3.51727], [0.66951, -6.10584, -2.66122], [0.47451, -5.95971, -1.36017], [-0.18051, -5.11506, -0.80817], [1.34538, -6.74842, -0.73274], [1.30671, -6.71015, 0.68327], [-0.36710, -4.34759, -3.22053], [-1.16568, -5.90464, -3.52544], [0.19131, -5.29890, -4.52310], [1.41971, -5.69854, 1.07400], [2.21673, -7.20000, 1.02454], [0.40967, -7.20902, 1.03385], [-7.53750, -3.96319, 1.66423], [-6.54091, -3.72391, 0.69372], [-5.30295, -3.54558, 1.12948], [-4.85820, -3.76682, 2.21008], [-4.59127, -3.07038, 0.11552], [-3.21294, -2.84963, 0.29405], [-7.60345, -3.24059, 2.47822], [-7.40826, -4.95614, 2.09896], [-8.51387, -3.94969, 1.18477], [-2.63156, -3.76912, 0.41673], [-3.07585, -2.30397, 1.23075], [-2.71489, -2.33337, -0.52029], [-2.29958, 3.79072, 5.21487], [-1.82793, 4.50201, 4.06110], [-2.45425, 4.30714, 2.91397], [-3.45661, 3.70702, 2.72172], [-1.74677, 4.94059, 1.98980], [-2.39418, 5.11994, 0.73658], [-3.35391, 3.53638, 5.15799], [-2.06945, 4.46339, 6.03597], [-1.71564, 2.88372, 5.36744], [-2.53059, 4.14126, 0.27208], [-1.72663, 5.67853, 0.08883], [-3.35222, 5.61236, 0.87117]], "atomic_forces_ev_per_a": [[-0.4, 0.4, -0.1], [-0.2, -0.2, -0.1], [0.8, 0.1, -0.3], [-0.6, 0.3, 0.1], [-0.2, -0.2, 0.7], [-0.1, 0.0, -0.1], [0.0, -0.2, 0.2], [0.1, 0.1, 0.2], [0.4, -0.1, -0.3], [0.2, -0.3, -0.2], [-0.5, -0.2, -0.1], [0.4, 0.3, -0.1], [0.6, -0.9, 0.2], [0.0, 0.7, -0.2], [1.0, -0.3, 0.1], [-0.6, 0.1, 0.2], [-0.4, 0.2, -0.1], [-1.0, -0.8, -0.1], [-0.1, 0.1, -0.2], [0.0, 0.0, 0.1], [-0.5, 0.2, 0.0], [0.3, 0.4, 0.1], [0.5, 0.3, 0.0], [0.2, 0.0, 0.1], [-0.6, -0.5, -0.1], [0.7, 0.6, 1.0], [-0.1, 0.0, 0.0], [-1.0, -0.4, -0.6], [0.8, -0.4, 0.7], [0.9, 0.3, -1.5], [0.0, 0.2, 0.1], [0.2, 0.3, -0.3], [0.1, -0.2, -0.2], [0.1, 0.5, 0.6], [-0.4, -0.6, 0.1], [-0.7, 0.3, 0.2], [-0.3, -0.6, -0.8], [-0.1, 0.5, 0.2], [-0.4, 0.3, 0.1], [0.6, 0.2, 0.1], [-0.7, -0.4, -0.7], [0.5, -0.9, 0.1], [-0.1, 0.3, 0.2], [0.2, -0.1, 0.5], [0.3, -0.1, 0.0], [-0.1, 0.4, 0.4], [-0.1, 0.1, 0.1], [0.0, 0.0, -0.2], [0.3, 0.7, -0.1], [-0.2, 0.6, -0.4], [-0.2, 0.0, 0.9], [0.3, -0.1, -0.5], [0.0, -0.2, -0.2], [-0.2, -1.0, -0.5], [0.4, -0.7, 0.0], [0.3, 0.0, 0.2], [-0.7, -0.3, 0.1], [0.1, 0.3, 0.4], [-0.1, 0.6, 0.0], [0.1, 0.0, 0.1], [1.3, -0.6, 0.7], [0.1, 0.7, 0.1], [0.0, -0.5, -0.7], [-0.2, -0.1, 1.2], [-0.1, 0.4, -1.2], [0.0, -0.1, 1.5], [-0.3, 0.1, -0.2], [-0.2, 0.0, -0.3], [-0.7, 0.2, -0.5], [0.0, -0.1, -0.3], [0.2, 0.0, -0.2], [-0.2, 0.2, -0.1], [-0.8, 0.5, -0.2], [0.0, -0.2, -0.6], [1.4, 1.2, 0.5], [-0.9, -0.2, -0.2], [0.0, -0.5, -0.4], [0.7, 0.2, 0.4], [0.1, -0.1, 0.5], [-0.1, 0.1, -0.2], [0.4, -0.6, 0.1], [-0.6, 0.1, -0.2], [-0.2, -0.5, -0.1], [0.0, 0.1, 0.3], [-0.7, -0.8, 0.7], [-0.6, 0.5, -0.3], [0.8, 0.3, -0.7], [-0.1, -0.3, 1.3], [-0.4, 0.1, -1.6], [1.3, -0.3, 1.5], [0.6, 0.2, -0.1], [0.1, 0.1, 0.1], [0.2, 0.0, -0.4], [-0.4, -0.2, 0.0], [0.1, 0.2, -0.2], [-0.8, 0.3, -0.3], [0.3, 0.2, 0.2], [0.2, -0.3, 0.6], [0.7, 0.6, 0.1], [-1.3, -0.9, -0.1], [0.6, 0.8, -0.4], [0.0, -0.7, -0.4], [-0.1, 0.2, -0.1], [-0.3, -0.1, 0.2], [0.0, 0.0, -0.2], [-0.3, 0.1, 0.0], [0.1, 0.3, 0.3], [0.0, 0.1, -0.1]]}

***

Record 3
{"formula": "C2H3N3", "method": "the ωB97M-V functional and the def2-TZVPD basis", "charge": 0, "relative_energy_kj_mol": 223.6, "orbital_gap_ha": 0.3833, "e_lumo_ev": 0.870, "homo_ha": -0.351, "energy_ev": -6590.2584, "spin_multiplicity": 1, "species": ["C", "C", "H", "H", "H", "N", "N", "N"], "positions_angstrom": [[-0.25104, -0.66387, 0.70624], [0.51705, -0.41434, -0.37059], [-0.10942, -1.62116, 1.33046], [1.47747, -0.67534, -0.66886], [0.43142, 1.47298, -1.28048], [0.04765, 0.70184, -0.78106], [-0.95980, 1.04487, 0.12971], [-1.15332, 0.15502, 0.93459]], "atomic_forces_ev_per_a": [[4.9, -11.0, 2.6], [1.7, -1.1, 0.5], [-0.4, 1.7, -1.0], [1.1, -1.4, -0.5], [0.2, 0.1, -0.6], [-3.1, 3.4, 1.4], [-1.4, 6.8, -5.1], [-3.1, 1.4, 2.6]]}